{
  "formula": "C21H22F",
  "method": "the ωB97M-V functional and the def2-TZVPD basis",
  "homo_energy_ev": -10.9641,
  "orbital_gap_ev": 4.85,
  "relative_energy_ev": 0.000,
  "e_lumo_ev": -6.12,
  "max_force_ev_per_a": 1.6,
  "total_charge": 1,
  "elements": ["F", "C", "C", "C", "C", "C", "C", "C", "C", "C", "C", "C", "C", "C", "H", "H", "H", "H", "H", "H", "H", "H", "H", "H", "C", "C", "C", "C", "C", "C", "C", "C", "H", "H", "H", "H", "H", "H", "H", "H", "H", "H", "H", "H"],
  "positions_angstrom": [[-0.282, -4.820, -1.109], [-0.342, -3.949, -0.045], [-1.306, -4.165, 0.933], [-1.352, -3.253, 1.997], [-0.480, -2.181, 2.060], [0.515, -1.955, 1.056], [1.348, -0.815, 1.228], [2.396, -0.308, 0.410], [3.102, 0.840, 0.894], [4.170, 1.390, 0.203], [4.602, 0.823, -1.008], [3.917, -0.287, -1.522], [2.817, -0.817, -0.856], [0.572, -2.909, -0.011], [-1.979, -5.011, 0.860], [-2.089, -3.394, 2.786], [-0.523, -1.474, 2.891], [1.157, -0.241, 2.140], [2.766, 1.276, 1.836], [4.677, 2.267, 0.601], [5.455, 1.239, -1.548], [4.235, -0.744, -2.459], [2.270, -1.623, -1.325], [1.321, -2.848, -0.787], [-1.223, 1.489, 5.996], [-1.667, 2.957, 6.007], [-0.515, 3.965, 5.827], [-0.061, 4.238, 4.425], [0.934, 3.612, 3.753], [1.513, 2.309, 4.028], [0.879, 1.191, 4.464], [-0.591, 1.021, 4.663], [-0.553, 1.292, 6.845], [-2.126, 0.884, 6.164], [-2.449, 3.115, 5.250], [-2.129, 3.149, 6.985], [-0.875, 4.926, 6.239], [0.346, 3.623, 6.422], [-0.517, 5.131, 3.979], [1.433, 4.170, 2.944], [2.577, 2.210, 3.776], [1.478, 0.285, 4.639], [-0.769, -0.068, 4.602], [-1.143, 1.493, 3.832]],
  "mulliken_charge": [-0.29, 0.12, -0.48, -0.47, -0.24, 1.05, -0.15, 0.82, -0.08, -0.62, -0.31, -0.92, -0.13, -0.65, 0.48, 0.43, 0.20, 0.04, 0.04, 0.43, 0.41, 0.41, 0.35, 0.45, -0.85, -0.64, -0.80, -0.44, -0.49, -0.56, -0.62, -0.23, 0.37, 0.37, 0.34, 0.37, 0.38, 0.37, 0.39, 0.37, 0.75, 0.50, 0.07, 0.50]
}

***

{
  "formula": "C29H69AsBrO8P2",
  "method": "the ωB97M-V functional and the def2-TZVPD basis",
  "homo_energy_ev": -3.3197,
  "orbital_gap_ev": 4.84,
  "e_lumo_ev": 1.52,
  "max_force_ev_per_a": 5.4,
  "total_charge": -1,
  "elements": ["C", "C", "C", "C", "C", "C", "C", "C", "C", "C", "C", "C", "C", "C", "As", "C", "C", "C", "Br", "H", "H", "H", "H", "H", "H", "H", "H", "H", "H", "H", "H", "H", "H", "H", "H", "H", "H", "H", "H", "H", "H", "H", "H", "H", "H", "H", "H", "H", "H", "H", "H", "H", "H", "H", "H", "H", "H", "H", "O", "P", "O", "C", "C", "O", "C", "C", "O", "C", "C", "H", "H", "H", "H", "H", "H", "H", "H", "H", "H", "H", "H", "H", "H", "H", "O", "P", "O", "C", "C", "O", "C", "C", "O", "C", "C", "H", "H", "H", "H", "H", "H", "H", "H", "H", "H", "H", "H", "H", "H", "H"],
  "positions_angstrom": [[-2.396, -3.076, -3.237], [-1.743, -1.849, -3.900], [-0.612, -1.205, -3.070], [0.561, -0.787, -3.976], [0.620, 0.696, -4.363], [-0.688, 1.383, -4.793], [-0.772, 2.831, -4.272], [-1.399, 3.007, -2.873], [-2.821, 3.584, -2.906], [-3.986, 2.612, -3.176], [-3.882, 1.207, -2.586], [-4.891, 0.261, -3.259], [-6.341, 0.515, -2.851], [-7.285, -0.485, -3.520], [-7.407, -0.240, -5.541], [-7.437, -0.005, -7.578], [-6.655, 1.219, -8.051], [-5.184, 1.095, -7.681], [-4.059, 2.339, -8.700], [-3.337, -2.816, -2.752], [-2.649, -3.830, -3.984], [-1.733, -3.532, -2.500], [-1.366, -2.145, -4.880], [-2.536, -1.128, -4.106], [-0.935, -0.324, -2.512], [-0.280, -1.942, -2.338], [1.491, -0.985, -3.432], [0.608, -1.424, -4.861], [1.306, 0.758, -5.215], [1.096, 1.273, -3.566], [-1.567, 0.828, -4.459], [-0.747, 1.422, -5.882], [-1.319, 3.437, -4.998], [0.251, 3.217, -4.231], [-1.320, 2.089, -2.286], [-0.786, 3.748, -2.350], [-3.007, 4.174, -2.005], [-2.816, 4.307, -3.728], [-4.878, 3.061, -2.732], [-4.185, 2.559, -4.250], [-2.893, 0.767, -2.728], [-4.130, 1.226, -1.519], [-4.639, -0.769, -2.993], [-4.810, 0.372, -4.342], [-6.654, 1.516, -3.166], [-6.416, 0.392, -1.762], [-6.932, -1.511, -3.362], [-8.291, -0.405, -3.095], [-8.152, -1.655, -5.693], [-5.974, -1.018, -5.709], [-6.684, 1.211, -5.381], [-8.862, 0.473, -5.424], [-8.485, 0.115, -7.868], [-7.022, -0.910, -8.034], [-6.722, 1.375, -9.132], [-7.066, 2.107, -7.560], [-4.799, 0.091, -7.832], [-5.017, 1.375, -6.647], [1.082, 0.070, -0.163], [2.213, 0.023, 0.776], [1.620, -0.202, 2.261], [0.778, -1.330, 2.518], [1.521, -2.652, 2.528], [2.735, 1.516, 1.015], [2.510, 2.535, 0.029], [1.408, 3.468, 0.475], [3.533, -0.809, 0.743], [4.761, -0.419, 1.392], [4.685, -0.479, 2.897], [-0.029, -1.348, 1.782], [0.330, -1.142, 3.494], [1.929, -2.888, 1.544], [0.845, -3.457, 2.817], [2.355, -2.624, 3.231], [2.268, 2.091, -0.937], [3.454, 3.074, -0.077], [0.510, 2.900, 0.719], [1.169, 4.183, -0.313], [1.710, 4.019, 1.367], [5.078, 0.564, 1.047], [5.499, -1.129, 1.024], [4.061, 0.321, 3.294], [5.683, -0.370, 3.324], [4.263, -1.429, 3.225], [6.624, -0.585, 6.492], [6.037, -1.399, 7.567], [4.626, -0.620, 7.856], [3.702, -0.452, 6.775], [3.022, -1.759, 6.399], [6.804, -1.082, 8.932], [8.170, -0.644, 8.935], [8.247, 0.836, 9.236], [5.526, -2.856, 7.856], [5.282, -3.408, 9.169], [4.094, -2.809, 9.884], [4.216, -0.022, 5.912], [2.960, 0.271, 7.113], [3.744, -2.479, 6.010], [2.262, -1.597, 5.633], [2.548, -2.212, 7.269], [8.650, -0.869, 7.983], [8.678, -1.221, 9.709], [7.616, 1.394, 8.545], [9.273, 1.193, 9.146], [7.896, 1.039, 10.248], [6.185, -3.335, 9.772], [5.110, -4.467, 8.981], [4.291, -1.791, 10.213], [3.881, -3.423, 10.760], [3.216, -2.792, 9.243]],
  "mulliken_charge": [-1.33, 0.15, 0.02, -1.21, -0.30, 0.36, -1.34, 0.18, -1.48, -0.22, 1.06, 0.32, -0.81, -1.32, -0.61, -1.21, -0.49, 0.42, -0.28, 0.30, 0.28, 0.36, 0.45, -0.31, -0.18, 0.57, 0.25, 0.51, 0.26, -0.04, -0.41, 0.48, 0.49, 0.51, 0.23, 0.08, 0.41, 0.39, 0.44, -0.07, -1.02, 0.37, -0.09, -0.15, 0.31, 0.44, 0.38, 0.45, 0.15, 0.01, -0.12, 0.13, 0.42, 0.41, 0.43, 0.29, 0.41, -0.68, -0.51, 0.57, -0.20, -0.35, -0.89, -0.32, 0.00, -1.18, -0.28, -0.43, -0.69, 0.28, 0.35, 0.31, 0.44, 0.04, 0.04, 0.32, 0.27, 0.38, 0.35, 0.27, 0.36, 0.30, 0.50, 0.02, -0.79, 0.96, -0.29, -0.30, -0.75, -0.30, -0.33, -1.12, -0.28, -0.21, -0.87, 0.23, 0.33, 0.25, 0.21, 0.22, 0.36, 0.32, 0.28, 0.38, 0.30, 0.26, 0.33, 0.27, 0.40, 0.15]
}

***

{
  "formula": "C11H17Cl2NO2PSn",
  "method": "the ωB97M-V functional and the def2-TZVPD basis",
  "homo_energy_ev": [-19.9921, -19.9761],
  "orbital_gap_ev": [4.79, 4.58],
  "relative_energy_ev": 0.000,
  "e_lumo_ev": [-15.20, -15.40],
  "max_force_ev_per_a": 4.0,
  "total_charge": 3,
  "elements": ["C", "C", "H", "H", "H", "O", "Cl", "Sn", "P", "C", "C", "H", "H", "H", "C", "H", "H", "H", "H", "H", "H", "C", "O", "Cl", "C", "C", "C", "N", "C", "C", "H", "H", "H", "H", "H"],
  "positions_angstrom": [[-0.790, 1.310, -5.397], [-0.497, 0.934, -3.989], [-0.408, 0.544, -6.083], [-0.324, 2.275, -5.632], [-1.873, 1.419, -5.538], [0.033, -0.088, -3.587], [-1.085, 2.180, -2.785], [0.268, 0.645, -0.855], [-1.660, -0.933, 0.269], [-1.726, -2.675, 0.804], [-2.526, -0.101, 1.649], [-2.939, 0.132, -1.501], [-3.847, -1.195, -0.715], [-2.551, -1.569, -1.893], [-2.865, -0.884, -1.095], [-2.544, 0.982, 1.479], [-3.555, -0.489, 1.724], [-2.773, -2.988, 0.949], [-1.186, -2.801, 1.751], [-1.993, -0.296, 2.591], [-1.264, -3.321, 0.048], [1.191, -1.929, 0.290], [1.786, -2.662, 0.936], [-0.461, 2.530, 0.491], [3.888, 0.869, 3.231], [2.631, 0.313, 3.493], [1.713, 0.213, 2.444], [1.991, 0.673, 1.218], [3.146, 1.306, 0.986], [4.150, 1.385, 1.957], [4.650, 0.896, 4.008], [2.339, -0.056, 4.473], [0.721, -0.230, 2.596], [3.270, 1.756, -0.006], [5.090, 1.854, 1.689]],
  "mulliken_charge": [-1.08, 0.94, 0.34, 0.38, 0.37, -0.43, -0.08, 0.94, 0.96, -1.26, -1.17, 0.37, 0.47, 0.41, -1.11, 0.41, 0.45, 0.44, 0.42, 0.39, 0.44, 0.05, -0.10, -0.24, -0.19, -0.79, 0.16, 0.17, 0.00, -0.75, 0.46, 0.45, 0.33, 0.37, 0.44]
}

***

{
  "formula": "C7H13O",
  "method": "the ωB97M-V functional and the def2-TZVPD basis",
  "homo_energy_ev": -2.0733,
  "orbital_gap_ev": 5.57,
  "relative_energy_ev": 0.380,
  "e_lumo_ev": 3.49,
  "max_force_ev_per_a": 1.4,
  "smiles": "C=C(CC)CCC[O-]",
  "total_charge": -1,
  "elements": ["C", "C", "C", "C", "C", "C", "C", "O", "H", "H", "H", "H", "H", "H", "H", "H", "H", "H", "H", "H", "H"],
  "positions_angstrom": [[-1.097, -0.190, 1.580], [-0.581, 0.575, 0.630], [0.259, 1.799, 0.951], [1.762, 1.519, 0.910], [-0.810, 0.265, -0.825], [0.095, -0.874, -1.360], [-0.460, -2.311, -1.280], [0.440, -3.220, -1.702], [-0.888, -0.152, 2.647], [-1.782, -0.999, 1.351], [-0.013, 2.554, 0.226], [0.010, 2.195, 1.939], [2.073, 1.039, -0.014], [2.292, 2.478, 0.922], [2.106, 0.863, 1.706], [-1.834, -0.141, -0.877], [-0.793, 1.106, -1.519], [0.436, -0.732, -2.388], [1.000, -0.935, -0.769], [-0.804, -2.491, -0.240], [-1.411, -2.347, -1.888]],
  "mulliken_charge": [-1.04, 0.66, -0.69, -1.07, -0.92, -0.29, -0.41, -0.90, 0.28, 0.33, 0.31, 0.37, 0.29, 0.36, 0.29, 0.46, 0.33, 0.34, 0.10, 0.03, 0.19]
}

***

{
  "formula": "C23H64AsF6O19S9",
  "method": "the ωB97M-V functional and the def2-TZVPD basis",
  "homo_energy_ev": -7.1800,
  "orbital_gap_ev": 8.78,
  "relative_energy_ev": 4.617,
  "e_lumo_ev": 1.60,
  "max_force_ev_per_a": 4.9,
  "total_charge": -1,
  "elements": ["As", "F", "F", "F", "F", "F", "F", "O", "S", "O", "O", "C", "C", "C", "H", "H", "H", "H", "H", "H", "H", "H", "O", "S", "O", "O", "C", "C", "C", "H", "H", "H", "H", "H", "H", "H", "H", "O", "S", "O", "O", "C", "C", "C", "H", "H", "H", "H", "H", "H", "H", "H", "O", "S", "O", "O", "C", "C", "C", "H", "H", "H", "H", "H", "H", "H", "H", "O", "S", "O", "O", "C", "C", "C", "H", "H", "H", "H", "H", "H", "H", "H", "C", "S", "O", "C", "H", "H", "H", "H", "H", "H", "C", "S", "O", "C", "H", "H", "H", "H", "H", "H", "C", "S", "O", "C", "H", "H", "H", "H", "H", "H", "C", "S", "O", "C", "H", "H", "H", "H", "H", "H"],
  "positions_angstrom": [[0.507, -0.291, 0.105], [-0.183, 1.119, 0.976], [2.182, 0.207, 0.399], [1.127, -1.779, -0.708], [-1.166, -0.703, -0.251], [0.588, 0.653, -1.460], [0.428, -1.209, 1.669], [3.656, 4.347, 0.082], [4.890, 3.574, -0.023], [6.083, 4.268, -0.506], [5.312, 2.964, 1.503], [4.427, 2.254, 2.268], [5.111, 1.806, 3.543], [4.651, 1.999, -1.089], [4.081, 1.400, 1.687], [3.604, 2.938, 2.470], [4.429, 1.416, 4.299], [5.700, 2.601, 4.001], [5.932, 1.126, 3.313], [4.392, 2.443, -2.050], [3.861, 1.353, -0.707], [5.605, 1.472, -1.100], [2.920, -5.781, -3.725], [1.983, -5.343, -4.845], [1.451, -6.371, -5.704], [0.652, -4.512, -4.204], [0.907, -3.624, -3.198], [0.038, -2.363, -3.682], [2.725, -4.021, -5.886], [1.975, -3.487, -3.023], [0.460, -3.912, -2.247], [0.582, -1.793, -4.436], [-0.389, -1.757, -2.884], [-0.882, -2.709, -4.153], [1.958, -3.471, -6.432], [3.341, -4.616, -6.561], [3.259, -3.298, -5.270], [-5.220, -4.123, 2.873], [-5.867, -4.498, 1.599], [-7.201, -4.114, 1.308], [-4.945, -3.994, 0.366], [-3.531, -3.883, 0.580], [-2.818, -3.243, -0.699], [-5.714, -6.368, 1.382], [-3.160, -4.837, 0.953], [-3.134, -3.294, 1.407], [-3.229, -2.259, -0.923], [-3.073, -3.794, -1.605], [-1.729, -3.195, -0.686], [-6.520, -6.788, 1.984], [-4.769, -6.574, 1.884], [-5.682, -6.716, 0.349], [1.508, 4.187, 4.680], [0.138, 3.703, 4.951], [-0.431, 3.216, 6.187], [-0.955, 4.844, 4.371], [-2.315, 4.406, 4.521], [-3.119, 4.976, 3.383], [-0.129, 2.314, 3.614], [-2.750, 4.421, 5.521], [-2.476, 3.336, 4.391], [-3.287, 6.053, 3.349], [-4.083, 4.472, 3.308], [-2.510, 4.851, 2.488], [0.570, 1.493, 3.777], [-0.185, 2.762, 2.622], [-1.088, 1.819, 3.773], [-2.063, 1.596, -6.496], [-1.043, 2.555, -6.071], [-0.159, 3.211, -7.037], [-1.805, 3.815, -5.259], [-2.699, 3.477, -4.238], [-3.580, 4.660, -3.697], [-0.054, 1.867, -4.640], [-2.151, 3.151, -3.354], [-3.384, 2.749, -4.670], [-3.221, 5.071, -2.753], [-4.570, 4.245, -3.512], [-3.740, 5.397, -4.484], [-0.774, 1.636, -3.855], [0.644, 2.661, -4.374], [0.432, 0.976, -5.040], [0.606, 5.874, 0.769], [-0.963, 5.181, 0.021], [-1.281, 6.304, -0.992], [-0.337, 3.741, -0.978], [0.300, 6.879, 1.059], [1.503, 5.936, 0.152], [0.876, 5.303, 1.657], [-1.177, 3.067, -1.145], [0.496, 3.205, -0.522], [0.067, 4.112, -1.919], [-3.969, -0.719, 2.142], [-4.401, 1.080, 2.106], [-3.703, 1.701, 3.306], [-3.559, 1.484, 0.513], [-4.347, -1.127, 3.079], [-2.909, -0.862, 1.932], [-4.534, -1.107, 1.295], [-2.494, 1.268, 0.596], [-3.699, 2.550, 0.332], [-4.045, 0.881, -0.254], [5.963, -1.492, 0.175], [4.413, -2.472, -0.112], [4.839, -3.923, -0.362], [3.838, -2.523, 1.631], [5.669, -0.472, -0.073], [6.737, -1.997, -0.402], [6.392, -1.494, 1.177], [2.753, -2.578, 1.541], [4.099, -1.530, 1.997], [4.158, -3.369, 2.239], [0.570, -3.899, 3.563], [0.404, -5.588, 2.884], [-1.011, -5.711, 2.322], [1.528, -5.205, 1.434], [0.072, -3.769, 4.523], [0.053, -3.197, 2.909], [1.503, -3.336, 3.605], [1.133, -4.394, 0.824], [1.637, -6.039, 0.741], [2.496, -4.900, 1.833]],
  "mulliken_charge": [2.04, -0.44, -0.32, -0.42, -0.48, -0.52, -0.48, -0.49, 1.07, -0.64, -0.40, 0.72, -1.50, -0.46, -0.19, 0.20, 0.35, 0.42, 0.33, 0.45, -0.13, 0.23, -0.59, 1.18, -0.60, -0.37, -0.06, -0.82, -0.87, 0.37, 0.07, 0.18, 0.03, 0.42, 0.31, 0.39, 0.30, -0.60, 1.18, -0.61, -0.39, -0.16, -1.05, -0.92, 0.49, 0.16, 0.27, 0.45, 0.15, 0.38, 0.31, 0.31, -0.58, 1.14, -0.61, -0.29, 0.10, -0.76, -0.84, 0.31, 0.01, 0.35, 0.31, -0.04, 0.56, -0.02, 0.36, -0.62, 1.19, -0.62, -0.35, 0.44, -1.12, -0.68, -0.28, 0.35, 0.18, 0.34, 0.34, 0.13, 0.33, 0.36, -0.77, 0.62, -0.74, -0.40, 0.40, 0.29, 0.11, -0.18, 0.15, 0.49, -0.66, 0.25, -0.56, -0.39, 0.46, 0.00, 0.27, -0.32, 0.38, 0.47, -0.81, 0.70, -0.72, -0.34, -0.01, 0.44, 0.32, -0.43, 0.28, 0.50, -0.67, 0.28, -0.53, -0.36, 0.43, 0.01, 0.35, -0.15, 0.43, 0.19]
}